Record 1
{
  "formula": "H2OS2",
  "method": "wB97M-V/def2-TZVPD",
  "lumo_ev": [-1.4401, -1.4371],
  "smiles": "O=S.S",
  "e_homo_ev": [-9.22, -9.22],
  "homo_lumo_gap_ev": [7.778, 7.786],
  "spin_multiplicity": 1,
  "symbols": ["O", "S", "S", "H", "H"],
  "coordinates": [[1.96, -0.79, -0.02], [-1.47, 0.79, 0.10], [2.94, 0.25, -0.31], [-1.58, -0.14, 0.96], [-1.84, -0.11, -0.73]]
}


Record 2
{
  "formula": "H2OSn",
  "method": "wB97M-V/def2-TZVPD",
  "lumo_ev": -13.1547,
  "e_homo_ev": -25.30,
  "homo_lumo_gap_ev": 12.146,
  "charge": 2,
  "spin_multiplicity": 1,
  "symbols": ["Sn", "O", "H", "H"],
  "coordinates": [[0.75, 1.67, 0.49], [-0.02, -0.26, -0.04], [-0.59, -0.28, -0.81], [-0.13, -1.12, 0.36]]
}


Record 3
{
  "formula": "H30O15",
  "method": "wB97M-V/def2-TZVPD",
  "lumo_ev": -0.1934,
  "e_homo_ev": -9.71,
  "homo_lumo_gap_ev": 9.513,
  "spin_multiplicity": 1,
  "symbols": ["O", "H", "H", "O", "H", "H", "O", "H", "H", "O", "H", "H", "O", "H", "H", "O", "H", "H", "O", "H", "H", "O", "H", "H", "O", "H", "H", "O", "H", "H", "O", "H", "H", "O", "H", "H", "O", "H", "H", "O", "H", "H", "O", "H", "H"],
  "coordinates": [[3.88, 1.18, -0.89], [3.39, 0.56, -0.35], [3.19, 1.68, -1.29], [-2.91, 1.54, 1.37], [-2.15, 1.81, 0.84], [-2.60, 0.77, 1.87], [0.45, 0.76, -2.90], [1.19, 0.49, -3.41], [0.37, 0.35, -2.05], [-1.12, 2.72, -0.13], [-0.23, 3.02, -0.01], [-1.41, 2.77, -1.02], [-4.14, -0.94, 0.65], [-4.81, -0.23, 0.78], [-3.44, -0.56, 0.14], [-1.30, -2.81, 0.06], [-1.90, -3.56, 0.21], [-0.46, -3.13, 0.50], [-1.44, -0.58, 2.09], [-1.63, -1.12, 2.88], [-1.53, -1.22, 1.41], [3.10, 0.18, 1.64], [3.89, 0.54, 2.13], [2.41, 0.86, 1.73], [2.64, -2.13, -0.20], [1.81, -1.91, 0.31], [3.38, -1.91, 0.40], [0.25, -0.20, -0.42], [0.48, 0.67, -0.12], [-0.68, -0.18, -0.63], [-2.43, -0.04, -1.25], [-3.02, 0.73, -1.27], [-2.96, -0.75, -1.60], [1.06, -1.83, 2.04], [0.21, -1.38, 1.94], [1.65, -1.10, 2.17], [2.07, 2.82, -2.28], [2.35, 3.07, -3.11], [1.29, 2.23, -2.40], [-0.11, -2.68, -2.32], [-0.44, -3.30, -2.97], [-0.67, -2.68, -1.52], [0.96, 1.65, 2.02], [0.32, 1.30, 2.60], [1.03, 2.51, 2.39]]
}


Record 4
{
  "formula": "H30O15",
  "method": "wB97M-V/def2-TZVPD",
  "lumo_ev": -0.4901,
  "e_homo_ev": -10.17,
  "homo_lumo_gap_ev": 9.680,
  "spin_multiplicity": 1,
  "symbols": ["O", "H", "H", "O", "H", "H", "O", "H", "H", "O", "H", "H", "O", "H", "H", "O", "H", "H", "O", "H", "H", "O", "H", "H", "O", "H", "H", "O", "H", "H", "O", "H", "H", "O", "H", "H", "O", "H", "H", "O", "H", "H", "O", "H", "H"],
  "coordinates": [[3.14, -0.68, 3.88], [2.41, -0.60, 3.28], [3.60, 0.15, 3.90], [-3.65, -0.62, 1.20], [-3.22, -0.36, 0.38], [-3.39, -1.51, 1.41], [2.08, 4.07, 1.94], [1.73, 3.98, 1.05], [3.01, 3.84, 1.90], [2.87, 1.10, -1.01], [2.15, 0.69, -0.50], [3.42, 0.76, -0.29], [-0.08, -2.75, -0.38], [-0.33, -3.29, 0.37], [-0.68, -2.88, -1.12], [-2.47, -1.33, -3.28], [-2.70, -1.15, -4.19], [-3.33, -1.10, -2.90], [3.14, -2.24, -2.25], [2.70, -1.45, -1.95], [3.91, -2.11, -2.80], [-0.19, 0.09, 0.06], [-0.01, 0.20, 1.00], [-0.41, -0.83, -0.07], [-1.82, -2.64, 3.00], [-2.52, -2.43, 3.63], [-1.79, -3.59, 2.86], [0.60, 3.19, -0.65], [-0.36, 3.35, -0.63], [0.56, 2.78, 0.23], [-2.03, 1.89, 3.02], [-2.65, 1.30, 2.59], [-2.40, 2.75, 3.21], [1.83, 2.55, -3.06], [1.57, 2.87, -2.19], [1.61, 1.64, -3.21], [2.51, -0.82, 0.88], [2.87, -1.53, 0.32], [1.58, -0.90, 0.66], [-2.03, 2.19, -2.16], [-1.36, 1.52, -1.99], [-1.71, 2.78, -2.85], [-2.73, -3.18, -1.36], [-3.22, -3.33, -0.55], [-2.21, -2.38, -1.40]]
}


Record 5
{
  "formula": "H30O15",
  "method": "wB97M-V/def2-TZVPD",
  "lumo_ev": -0.1276,
  "e_homo_ev": -10.30,
  "homo_lumo_gap_ev": 10.174,
  "spin_multiplicity": 1,
  "symbols": ["H", "H", "H", "H", "H", "H", "H", "H", "H", "H", "H", "H", "H", "H", "H", "H", "H", "H", "H", "H", "H", "H", "H", "H", "H", "H", "H", "H", "H", "H", "O", "O", "O", "O", "O", "O", "O", "O", "O", "O", "O", "O", "O", "O", "O"],
  "coordinates": [[0.15, -0.65, -0.30], [1.09, 0.53, -0.10], [-3.89, -0.14, 1.38], [-3.38, 1.26, 1.67], [-1.94, -2.52, -3.40], [-2.70, -3.79, -3.05], [2.56, 0.27, -3.65], [1.79, 0.81, -2.45], [-2.07, 3.86, -1.39], [-3.29, 4.31, -2.19], [3.71, 0.72, 2.36], [4.92, 1.64, 2.36], [1.94, -3.10, 0.71], [1.58, -1.93, 1.61], [0.01, -4.84, 1.13], [-0.91, -5.99, 1.50], [0.45, 3.31, -3.86], [0.77, 1.83, -3.70], [-0.55, -0.41, 3.77], [-0.33, 0.82, 2.90], [-0.25, 2.38, 2.38], [-0.13, 3.85, 2.03], [-0.86, -3.70, 3.40], [-0.95, -2.43, 2.57], [0.36, 5.12, -1.19], [0.80, 4.10, -0.15], [4.21, -0.78, -0.94], [4.45, -1.72, 0.24], [-3.52, -1.91, -2.81], [-3.24, -1.16, -1.51], [0.18, 0.31, -0.36], [-3.94, 0.57, 2.04], [-1.92, -3.28, -2.81], [2.57, 0.31, -2.68], [-2.52, 4.65, -1.72], [4.00, 1.59, 2.65], [1.33, -2.84, 1.40], [-0.05, -5.61, 1.70], [0.16, 2.51, -3.41], [-0.79, -0.03, 2.92], [0.17, 2.97, 1.74], [-1.20, -3.36, 2.57], [1.13, 4.62, -0.90], [3.81, -1.09, -0.12], [-3.70, -1.08, -2.35]]
}


Record 6
{
  "formula": "H30O19PZr2",
  "method": "wB97M-V/def2-TZVPD",
  "lumo_ev": -20.1571,
  "e_homo_ev": -22.51,
  "homo_lumo_gap_ev": 2.349,
  "charge": 5,
  "spin_multiplicity": 1,
  "symbols": ["Zr", "Zr", "P", "O", "O", "O", "O", "O", "H", "H", "O", "H", "H", "O", "H", "H", "O", "H", "H", "O", "H", "H", "O", "H", "H", "O", "H", "H", "O", "H", "H", "O", "H", "H", "O", "H", "H", "O", "H", "H", "O", "H", "H", "O", "H", "H", "O", "H", "H", "O", "H", "H"],
  "coordinates": [[19.21, 17.11, 20.74], [14.59, 17.35, 14.08], [16.57, 17.04, 16.81], [17.29, 16.80, 18.14], [16.61, 16.14, 15.51], [16.31, 18.34, 16.02], [15.07, 16.80, 16.71], [13.26, 14.51, 13.99], [12.84, 14.03, 13.28], [13.22, 13.91, 14.74], [13.66, 20.28, 14.01], [13.50, 21.00, 13.40], [13.56, 20.67, 14.88], [15.81, 15.39, 11.74], [16.55, 15.55, 11.15], [15.75, 14.44, 11.80], [17.20, 21.59, 17.36], [16.79, 22.36, 16.97], [16.82, 20.85, 16.87], [16.64, 12.39, 16.79], [15.73, 12.11, 16.82], [16.64, 13.14, 16.19], [21.01, 15.63, 18.68], [21.71, 16.02, 18.17], [20.95, 14.72, 18.38], [18.43, 14.14, 20.98], [18.79, 13.42, 20.46], [17.89, 13.70, 21.65], [17.71, 19.95, 20.62], [17.64, 20.54, 19.87], [17.33, 20.44, 21.35], [16.46, 18.83, 12.03], [17.23, 19.28, 12.36], [16.40, 19.08, 11.11], [12.95, 12.54, 17.09], [12.10, 12.26, 17.41], [13.28, 13.12, 17.78], [13.05, 16.91, 19.82], [13.12, 17.81, 20.12], [13.40, 16.92, 18.93], [11.59, 17.64, 14.96], [11.02, 18.40, 14.88], [11.02, 16.95, 15.32], [16.09, 16.74, 21.92], [15.81, 16.41, 22.78], [15.28, 16.85, 21.43], [20.20, 19.21, 18.17], [19.75, 20.06, 18.13], [20.91, 19.28, 17.53], [19.62, 13.92, 14.48], [19.78, 14.25, 13.60], [18.79, 14.33, 14.75]]
}


The evaluated max |F| for the records listed, in turn: 2.33, 1.37, 3.11, 2.13, 0.76, 5.54 eV Å⁻¹.
The evaluated energy above the lowest of the compared OMol25 structures with the same formula, charge and spin for the records listed, in turn: 149.99, 0.00, 160.62, 294.93, 312.86, 2280.31 kJ/mol.